<a>
Density functional theory data (wB97M-V/def2-TZVPD) for the molecule C4H6N2O.

- Charge: 0
- 2S+1: 1
- Molar mass: 98.10 g/mol

CARTESIAN COORDINATES (ANGSTROEM)
H1 1.0922 2.4841 0.0803
H2 -2.6540 1.2144 0.5474
N1 -1.7197 1.1761 0.1583
H3 2.3718 0.6043 -0.4349
C1 0.5884 1.5248 0.1926
C2 -0.7160 1.6600 0.8421
C3 1.3404 0.4594 -0.1244
H4 -0.9967 -3.1201 -0.3069
H5 1.6998 -1.5435 0.2842
O1 -0.1480 -2.7338 -0.0642
C4 -0.2132 -1.4184 -0.3690
H6 -1.6128 0.6257 -0.6962
N2 0.9744 -0.9044 -0.0400


<b>
Density functional theory data (wB97M-V/def2-TZVPD) for a structure of composition C4H6N2O.

- Charge: 0
- 2S+1: 1
- Molar mass: 98.10 g/mol

CARTESIAN COORDINATES (ANGSTROEM)
H1 -2.3915 -1.5011 0.0730
C1 1.2522 -0.5621 -0.1186
N1 -2.2045 -0.5314 -0.1403
N2 0.0963 -1.2121 0.0555
H2 1.9147 1.5699 -0.3428
C2 -0.2439 1.0640 -0.1322
H3 -0.6355 0.5619 1.0583
C3 1.1345 0.8234 -0.2654
C4 -0.8446 -0.2470 0.0507
H4 -2.8384 0.0636 0.3785
O1 2.3937 -1.2750 -0.0382
H5 3.1345 -0.6662 -0.1419
H6 -0.7936 1.9593 -0.4007


Top of the stability list: <b>, leading by 1.857 eV.


<a>
Density functional theory data (wB97M-V/def2-TZVPD) for a cluster of 2 separate species, C4H6N2O in total.

- Charge: 0
- SMILES string: N#CCCOC#N.[H][H]
- 2S+1: 1
- Molar mass: 98.10 g/mol

CARTESIAN COORDINATES (ANGSTROEM)
N1 -2.5925 0.2163 -1.3352
H1 2.2153 -0.9101 0.5607
C1 1.2883 -0.3259 0.5671
O1 -1.1169 -0.6586 0.4161
H2 1.0618 -0.0832 1.6105
H3 -1.6357 1.9215 -0.1032
C2 0.1652 -1.1824 -0.0079
H4 0.2206 -2.1928 0.4005
H5 -1.1756 1.8577 0.4801
C3 -1.8844 -0.2079 -0.5192
N2 1.7322 1.8745 -0.7889
H6 0.1976 -1.2223 -1.0991
C4 1.5241 0.9133 -0.1813


<b>
Density functional theory data (wB97M-V/def2-TZVPD) for a cluster of 2 separate species, C4H6N2O in total.

- Charge: 0
- SMILES string: C=C1N=CC=N1.O
- 2S+1: 1
- Molar mass: 98.10 g/mol

CARTESIAN COORDINATES (ANGSTROEM)
C1 -0.2372 -1.3862 -0.4597
H1 -3.7052 -1.0361 1.2585
H2 -0.1435 -2.1405 -1.1682
N1 0.2840 0.9112 0.3603
C2 1.3005 1.6756 0.2223
H3 3.4137 1.1382 -0.4199
C3 2.3700 0.8314 -0.3798
H4 -1.2241 -1.1174 -0.0316
H5 1.2915 2.7477 0.5612
N2 1.9249 -0.3103 -0.7331
H6 -2.8786 -0.0403 0.3864
O1 -2.9776 -0.9517 0.6324
C4 0.5816 -0.3216 -0.2287


<c>
Density functional theory data (wB97M-V/def2-TZVPD) for the molecule C4H6N2O.

- Charge: 0
- SMILES string: CNC(=O)N1C=C1
- 2S+1: 1
- Molar mass: 98.10 g/mol

CARTESIAN COORDINATES (ANGSTROEM)
H1 -2.0740 -0.4505 -0.7676
H2 2.0286 -0.5220 0.9655
H3 -0.2386 -1.8532 0.1919
H4 1.3906 -2.3652 -0.2674
N1 -0.3072 1.1591 -0.5417
H5 0.4551 -1.3473 -1.3726
C1 0.6813 -1.5365 -0.3194
N2 1.2884 -0.3757 0.2962
C2 0.7363 0.8703 0.3870
O1 1.1649 1.7232 1.1421
C3 -1.5565 1.6163 0.1164
H6 -1.9233 2.5034 0.6012
C4 -1.6120 0.4434 -0.3851


Top of the stability list: <b>, leading by 0.768 eV.